Entry 1:
The following is a DFT calculation (wB97M-V/def2-TZVPD) of a structure of composition C36H52Br2N7OS3Si2Tl at a distorted geometry.

Its HOMO energy is -0.2 eV. As for the HOMO-LUMO gap: 0.126 Eh. As for the lowest unoccupied orbital energy: 3.2782 eV. The value obtained for the total energy is -8955.66298 Ha. As for the total charge: -2.

Last column: Löwdin charge in e.
CARTESIAN COORDINATES (ANGSTROEM)
Tl  -0.02  0.67  0.96  0.68
C  0.23  5.48  0.72  -0.40
S  -0.79  5.38  2.22  0.75
C  -0.45  3.68  2.71  -1.16
S  1.13  3.11  2.77  0.48
N  -1.55  3.09  3.13  -0.12
N  -1.58  1.77  3.17  -0.07
C  -2.49  1.22  3.90  -0.14
C  -2.71  -0.21  3.91  -0.28
C  -3.88  -0.75  4.48  -0.04
C  -4.10  -2.11  4.45  -0.10
C  -3.13  -2.94  3.90  -0.09
C  -1.99  -2.33  3.40  -0.17
N  -1.78  -1.03  3.38  0.10
H  0.44  6.54  0.54  0.02
H  1.16  4.94  0.90  -0.02
H  -0.30  5.04  -0.11  0.02
H  -3.15  1.83  4.53  0.11
H  -4.61  -0.07  4.92  0.10
H  -5.01  -2.52  4.87  0.10
H  -3.26  -4.01  3.87  0.09
H  -1.17  -2.94  3.00  0.10
C  -3.81  3.87  0.14  -0.19
Si  -3.14  2.27  -0.66  0.35
C  -4.26  1.98  -2.20  -0.18
C  -3.67  0.87  0.53  -0.18
N  -1.46  2.22  -0.89  -0.13
C  -0.76  3.03  -1.74  -0.37
C  -1.39  3.98  -2.58  -0.10
C  -0.71  4.80  -3.47  -0.17
C  0.66  4.70  -3.57  -0.17
C  1.33  3.78  -2.76  -0.09
C  0.69  2.94  -1.82  -0.37
N  1.38  2.11  -1.00  -0.14
Si  3.05  2.11  -0.77  0.32
C  3.54  0.84  0.55  -0.20
C  4.15  1.60  -2.28  -0.20
C  3.81  3.77  -0.19  -0.19
H  -4.89  3.82  0.31  0.01
H  -3.60  4.75  -0.47  0.01
H  -3.32  4.02  1.11  -0.01
H  -5.25  2.44  -2.08  0.01
H  -4.42  0.91  -2.37  -0.01
H  -3.81  2.39  -3.11  0.01
H  -4.41  1.24  1.25  0.02
H  -2.81  0.51  1.09  -0.05
H  -4.11  0.02  0.00  0.01
H  -2.47  4.08  -2.49  0.06
H  -1.26  5.51  -4.08  0.07
H  1.22  5.33  -4.26  0.07
H  2.41  3.71  -2.83  0.06
H  3.71  -0.15  0.12  0.00
H  2.76  0.75  1.31  -0.06
H  4.45  1.15  1.07  0.03
H  3.65  0.83  -2.88  0.00
H  5.11  1.19  -1.94  0.01
H  4.36  2.45  -2.93  0.00
H  3.57  3.92  0.86  0.00
H  3.41  4.61  -0.75  0.01
H  4.90  3.78  -0.30  0.01
Br  3.84  -3.69  6.13  0.69
C  3.02  -2.74  4.69  -0.69
C  3.48  -2.92  3.40  -0.12
C  2.85  -2.21  2.40  -0.14
N  1.82  -1.39  2.60  0.06
C  1.42  -1.21  3.85  -0.13
C  1.99  -1.86  4.94  -0.10
H  4.31  -3.59  3.19  0.09
H  3.20  -2.29  1.37  0.09
H  0.60  -0.51  3.99  0.09
H  1.63  -1.68  5.94  0.10
C  4.25  -3.71  -4.06  -0.12
C  3.05  -3.71  -3.12  -0.31
C  2.91  -2.40  -2.37  -0.33
S  1.15  -2.04  -1.90  0.93
O  0.37  -2.63  -3.03  -0.52
C  1.01  -3.27  -0.52  -0.33
C  0.24  -4.51  -0.95  -0.29
C  -0.20  -5.33  0.26  -0.10
H  4.30  -4.63  -4.64  0.06
H  5.19  -3.60  -3.51  0.07
H  4.17  -2.87  -4.76  0.07
H  3.13  -4.55  -2.42  0.10
H  2.13  -3.85  -3.70  0.09
H  3.17  -1.56  -3.02  0.07
H  3.52  -2.33  -1.47  0.08
H  0.49  -2.72  0.26  0.06
H  2.01  -3.53  -0.17  0.07
H  0.86  -5.12  -1.61  0.10
H  -0.63  -4.19  -1.53  0.09
H  0.67  -5.71  0.81  0.07
H  -0.81  -6.18  -0.04  0.07
H  -0.79  -4.71  0.95  0.06
Br  -4.40  -4.05  -1.21  0.68
C  -3.23  -2.60  -1.58  -0.67
C  -3.25  -1.98  -2.82  -0.11
C  -2.37  -0.94  -3.03  -0.05
C  -1.49  -0.58  -2.02  -0.19
N  -1.46  -1.21  -0.84  0.00
C  -2.33  -2.19  -0.62  -0.22
H  -3.94  -2.31  -3.59  0.10
H  -2.35  -0.41  -3.97  0.12
H  -0.78  0.23  -2.13  0.09
H  -2.31  -2.65  0.36  0.10

Entry 2:
The following is a DFT calculation (wB97M-V/def2-TZVPD) of the molecule C2H6N2O at a distorted geometry.

Its HOMO energy is -9.6 eV. Its energy above the lowest of the compared OMol25 structures with the same formula, charge and spin is 56.5 kJ/mol. As for the HOMO-LUMO gap: 0.384 Eh. As for the lowest unoccupied orbital energy: 0.8509 eV. The value obtained for the total energy is -264.56581 Ha. The structure (SMILES) is NCC(N)=O.

Last column: natural (NBO) charge in e.
CARTESIAN COORDINATES (ANGSTROEM)
N  1.19  -1.33  -0.65  -0.80
C  0.05  -0.36  -0.60  -0.34
C  0.00  0.69  0.49  0.65
N  -1.28  0.96  0.87  -0.82
O  1.00  1.22  0.90  -0.60
H  1.26  -1.63  0.31  0.35
H  2.04  -0.87  -0.92  0.36
H  -0.83  -1.00  -0.70  0.19
H  0.13  0.10  -1.59  0.22
H  -2.06  0.53  0.40  0.40
H  -1.49  1.70  1.51  0.40

Entry 3:
The following is a DFT calculation (wB97M-V/def2-TZVPD) of a structure of composition C40H42GeN4O6S3Tc at a distorted geometry.

Its HOMO energy is -10.5 eV. Its energy above the lowest of the compared OMol25 structures with the same formula, charge and spin is 377.4 kJ/mol. As for the HOMO-LUMO gap: 0.269 Eh. As for the lowest unoccupied orbital energy: -3.1881 eV. The value obtained for the total energy is -5571.92617 Ha. As for the total charge: +1.

Last column: Löwdin charge in e.
CARTESIAN COORDINATES (ANGSTROEM)
Tc  -1.12  -1.14  -0.56  1.11
O  0.38  -3.97  -1.21  -0.33
S  -0.66  -3.15  -1.80  0.66
O  -1.47  -3.83  -2.76  -0.30
O  0.38  -2.04  -2.77  -0.24
C  -2.13  -2.85  0.21  -0.29
C  -3.44  -3.28  0.01  -0.09
C  -3.94  -4.38  0.70  -0.04
C  -3.15  -5.09  1.59  -0.04
C  -1.84  -4.71  1.81  -0.03
C  -1.37  -3.62  1.11  -0.34
S  0.30  -3.08  1.40  0.68
O  1.36  -3.97  1.65  -0.19
O  0.00  -2.64  2.97  -0.64
O  0.51  -1.79  0.71  -0.42
H  -4.07  -2.79  -0.72  0.09
H  -4.96  -4.70  0.51  0.12
H  -3.55  -5.95  2.11  0.12
H  -1.19  -5.24  2.51  0.13
S  -0.89  -1.33  3.44  1.01
C  0.11  -0.89  4.83  -0.50
C  1.46  -1.19  4.89  -0.08
C  2.19  -0.83  6.01  -0.07
C  1.58  -0.16  7.06  -0.08
C  0.23  0.14  6.99  -0.08
C  -0.52  -0.23  5.88  -0.12
H  1.94  -1.72  4.07  0.11
H  3.25  -1.07  6.06  0.11
H  2.15  0.12  7.94  0.11
H  -0.26  0.65  7.81  0.11
H  -1.58  -0.03  5.85  0.10
N  -3.80  0.82  -3.23  0.09
C  -4.76  0.43  -2.33  -0.05
C  -4.11  -0.30  -1.40  -0.14
N  -2.76  -0.37  -1.72  -0.06
C  -2.62  0.32  -2.83  -0.15
H  -3.94  1.36  -4.07  0.16
H  -5.80  0.70  -2.42  0.13
H  -4.52  -0.77  -0.52  0.10
H  -1.69  0.49  -3.35  0.10
C  -2.16  2.80  4.17  -0.06
C  -2.33  3.21  2.70  -0.18
N  -1.40  2.51  1.79  -0.06
C  -0.04  3.05  1.68  -0.18
C  0.95  2.28  2.55  -0.05
C  -1.71  1.35  1.20  -0.41
C  -3.04  0.73  1.52  -0.02
N  -0.93  0.73  0.36  0.03
H  -3.08  3.01  4.72  0.09
H  -1.36  3.36  4.64  0.08
H  -1.93  1.74  4.25  0.05
H  -2.13  4.27  2.59  0.12
H  -3.35  3.04  2.36  0.11
H  -0.08  4.09  2.00  0.12
H  0.26  3.06  0.63  0.10
H  0.65  2.31  3.60  0.07
H  1.94  2.73  2.46  0.08
H  1.03  1.23  2.26  0.06
H  -3.85  1.33  1.09  0.10
H  -3.20  0.66  2.60  0.08
H  -3.09  -0.27  1.11  0.04
H  -0.05  1.20  0.17  0.05
C  0.13  -0.97  -2.07  -0.43
Ge  1.67  0.25  -2.66  1.04
C  3.16  -0.68  -1.87  -0.28
C  3.30  -0.73  -0.49  -0.12
C  4.29  -1.52  0.09  -0.07
C  5.14  -2.27  -0.72  -0.07
C  5.01  -2.21  -2.10  -0.06
C  4.02  -1.43  -2.68  -0.08
C  1.56  2.12  -2.12  -0.29
C  0.64  2.96  -2.74  -0.11
C  0.65  4.33  -2.50  -0.08
C  1.61  4.87  -1.65  -0.08
C  2.54  4.05  -1.03  -0.08
C  2.50  2.67  -1.25  -0.11
C  1.56  0.16  -4.60  -0.27
C  2.66  0.54  -5.37  -0.11
C  2.61  0.48  -6.76  -0.07
C  1.45  0.06  -7.39  -0.07
C  0.34  -0.31  -6.64  -0.07
C  0.40  -0.26  -5.25  -0.11
H  2.63  -0.16  0.15  0.09
H  4.38  -1.57  1.17  0.11
H  5.90  -2.89  -0.27  0.11
H  5.68  -2.79  -2.73  0.11
H  3.92  -1.40  -3.76  0.10
H  -0.07  2.56  -3.46  0.09
H  -0.05  4.98  -3.01  0.11
H  1.64  5.94  -1.48  0.11
H  3.30  4.48  -0.39  0.11
H  3.25  2.03  -0.79  0.09
H  3.56  0.89  -4.89  0.11
H  3.48  0.76  -7.34  0.11
H  1.41  0.01  -8.47  0.11
H  -0.56  -0.65  -7.13  0.11
H  -0.46  -0.60  -4.69  0.07

Entry 4:
The following is a DFT calculation (wB97M-V/def2-TZVPD) of a structure of composition C11H20F3O7STl at a distorted geometry.

Its HOMO energy is -10.2 eV. As for the HOMO-LUMO gap: 0.170 Eh. As for the lowest unoccupied orbital energy: -5.5409 eV. The value obtained for the total energy is -1827.72841 Ha.

Last column: natural (NBO) charge in e.
CARTESIAN COORDINATES (ANGSTROEM)
Tl  -1.37  -1.23  -1.73  1.47
F  -3.08  -2.78  0.07  -0.60
F  -0.09  -0.51  -4.22  -0.49
F  -1.36  1.64  -2.48  -0.46
O  1.53  -1.56  -1.90  -0.61
C  2.62  -2.00  -2.19  0.82
O  3.78  -1.37  -1.95  -0.47
C  4.90  -2.04  -2.53  -0.07
C  4.27  -3.11  -3.40  -0.43
C  2.88  -3.31  -2.85  -0.54
H  5.57  -2.42  -1.76  0.19
H  5.42  -1.45  -3.27  0.20
H  4.92  -3.98  -3.37  0.22
H  4.21  -2.79  -4.44  0.22
H  2.86  -4.06  -2.06  0.24
H  1.98  -3.58  -3.41  0.26
O  -3.23  0.31  -0.09  -0.59
C  -4.26  0.83  0.23  0.82
O  -4.58  2.08  -0.19  -0.48
C  -5.91  2.53  0.22  -0.07
C  -6.51  1.31  0.85  -0.45
C  -5.44  0.24  0.96  -0.53
H  -6.37  3.07  -0.61  0.21
H  -5.81  3.28  1.00  0.18
H  -7.40  0.92  0.36  0.22
H  -6.80  1.47  1.89  0.22
H  -5.80  -0.66  0.47  0.26
H  -5.16  -0.03  1.97  0.24
O  0.04  0.13  0.42  -0.92
S  0.54  0.42  1.79  2.33
O  0.24  -0.47  2.88  -0.91
O  2.18  0.59  1.75  -0.69
C  2.87  0.76  2.95  -0.07
C  4.12  1.53  2.40  -0.64
C  -0.02  2.14  2.15  -0.88
H  3.02  -0.23  3.36  0.20
H  2.28  1.31  3.68  0.18
H  5.05  1.63  2.96  0.22
H  3.83  2.54  2.13  0.21
H  4.49  1.15  1.45  0.23
H  -1.10  2.24  2.15  0.26
H  0.25  2.81  1.34  0.26
H  0.44  2.63  3.01  0.24

Entry 5:
The following is a DFT calculation (wB97M-V/def2-TZVPD) of the ion C4H6IN2 with charge +1 at a distorted geometry.

Its HOMO energy (alpha / beta) is -12.9 / -12.9 eV. Its energy above the lowest of the compared OMol25 structures with the same formula, charge and spin is 282.9 kJ/mol. As for the HOMO-LUMO gap (alpha / beta): 0.294 / 0.294 Eh. As for the lowest unoccupied orbital energy (alpha / beta): -4.9217 / -4.9213 eV. The value obtained for the total energy is -562.86241 Ha. The structure (SMILES) is C=[N+]1CNC=C1I. As for the total charge: +1.

Last column: natural (NBO) charge in e.
CARTESIAN COORDINATES (ANGSTROEM)
C  -0.70  -1.78  0.07  0.03
N  -0.67  -0.51  0.05  -0.27
C  0.59  0.13  -0.31  -0.08
N  0.44  1.66  -0.18  -0.54
C  -0.95  1.60  0.15  0.07
C  -1.71  0.40  0.17  -0.15
I  -3.77  0.07  -0.09  0.35
H  0.25  -2.23  -0.01  0.21
H  -1.56  -2.37  0.14  0.24
H  0.88  -0.02  -1.36  0.25
H  1.41  -0.48  0.25  0.24
H  1.12  2.15  0.23  0.42
H  -1.53  2.54  0.11  0.24

Entry 6:
The following is a DFT calculation (wB97M-V/def2-TZVPD) of a cluster of 2 separate species, C3H6O3S in total at a distorted geometry.

Its HOMO energy is 0.6 eV. Its energy above the lowest of the compared OMol25 structures with the same formula, charge and spin is 48.8 kJ/mol. As for the HOMO-LUMO gap: 0.205 Eh. As for the lowest unoccupied orbital energy: 6.1938 eV. The value obtained for the total energy is -741.81676 Ha. As for the total charge: -2.

Last column: natural (NBO) charge in e.
CARTESIAN COORDINATES (ANGSTROEM)
O  -0.35  0.02  -1.83  -0.82
C  -0.88  -0.40  -0.76  0.74
O  -2.11  -0.61  -0.64  -0.83
C  0.06  -0.68  0.41  -0.53
C  1.60  -0.69  0.09  -0.51
S  2.66  -0.88  1.54  -0.79
H  -0.01  0.16  1.12  0.20
H  -0.30  -1.56  0.95  0.19
H  1.70  0.28  -0.41  0.18
H  1.78  -1.47  -0.65  0.17
H  -1.86  1.36  0.23  0.50
H  -0.76  2.20  -0.28  0.47
O  -1.54  2.27  0.22  -0.98